[1]
Here is a 3-piece molecular cluster, C3H11NO3 overall from OMol25. Energies are from ωB97M-V/def2-TZVPD.

XYZ file:
```
18
Properties=species:S:1:pos:R:3:lowdin_charge:R:1
C -1.962 0.262 -1.816 -0.083
C -1.075 -0.124 -0.625 -0.180
C -0.442 1.032 0.084 -0.594
N 0.909 1.088 0.132 0.173
O -1.101 1.953 0.523 0.047
H -2.430 -0.640 -2.200 0.071
H -1.353 0.695 -2.601 0.072
H -2.703 0.984 -1.477 0.078
H -1.771 -0.504 0.126 0.118
H -0.417 -0.955 -0.867 0.104
H 1.561 0.342 -0.035 0.054
H 1.325 1.948 0.458 0.116
H 0.461 -1.220 2.709 0.032
H -0.035 0.190 2.629 0.015
O 0.419 -0.410 3.238 -0.061
H 2.752 -1.205 -0.788 0.048
H 3.349 -1.897 0.416 0.051
O 2.514 -1.539 0.091 -0.060
```

HOMO level, eV: -9.836
LUMO level, eV: 0.22
HOMO-LUMO gap, eV: 10.056

[2]
Here is C41H50F4MnN10O2 as an isolated structure from OMol25. Energies are from ωB97M-V/def2-TZVPD.

XYZ file:
```
108
Properties=species:S:1:pos:R:3:lowdin_charge:R:1
Mn -0.306 -0.683 0.141 0.738
C -0.562 6.219 0.124 -0.017
C -0.681 5.436 1.444 -0.553
C 0.364 5.951 2.432 -0.047
C -2.088 5.633 2.041 -0.020
C -0.495 3.965 1.137 -0.103
C 0.546 3.196 1.664 0.044
C 0.657 1.860 1.343 -0.076
N -0.207 1.252 0.517 -0.008
C -1.217 1.977 -0.034 -0.175
C -1.379 3.306 0.267 0.084
C -2.020 1.225 -1.012 -0.162
C -3.027 1.750 -1.784 0.084
C -3.668 0.972 -2.762 -0.102
C -3.212 -0.341 -2.910 0.053
C -2.203 -0.822 -2.106 -0.048
N -1.627 -0.063 -1.164 0.016
C -4.755 1.572 -3.626 -0.553
C -5.821 2.222 -2.727 -0.023
C -5.420 0.521 -4.517 -0.045
C -4.092 2.648 -4.510 -0.016
H -0.698 7.281 0.329 0.106
H -1.325 5.929 -0.603 0.085
H 0.421 6.090 -0.331 0.098
H 0.171 7.003 2.638 0.104
H 1.378 5.886 2.031 0.095
H 0.321 5.423 3.388 0.095
H -2.230 6.689 2.269 0.105
H -2.208 5.074 2.971 0.097
H -2.881 5.344 1.350 0.084
H 1.279 3.632 2.326 0.120
H 1.458 1.254 1.739 0.104
H -2.189 3.859 -0.187 0.125
H -3.320 2.781 -1.649 0.123
H -3.638 -0.998 -3.653 0.123
H -1.829 -1.831 -2.213 0.118
H -6.276 1.493 -2.053 0.099
H -6.613 2.629 -3.355 0.104
H -5.427 3.051 -2.137 0.082
H -5.865 -0.288 -3.934 0.098
H -4.725 0.098 -5.246 0.094
H -6.223 0.990 -5.083 0.104
H -3.636 3.443 -3.917 0.086
H -4.854 3.105 -5.142 0.106
H -3.331 2.215 -5.162 0.097
C -2.932 -5.328 0.058 0.017
N -1.733 -4.545 -0.280 -0.134
C -0.657 -5.262 -0.974 0.025
C -1.620 -3.304 0.071 -0.228
O -0.575 -2.603 -0.175 -0.144
H -2.641 -6.182 0.666 0.112
H -3.397 -5.685 -0.859 0.111
H -3.638 -4.714 0.611 0.099
H -1.104 -5.992 -1.644 0.112
H -0.035 -5.785 -0.248 0.114
H -0.050 -4.564 -1.543 0.075
H -2.467 -2.861 0.593 0.149
C -3.532 -0.431 2.991 0.051
C -2.086 -0.609 2.677 -0.461
N -1.209 -0.597 3.657 0.244
O -1.726 -0.749 1.468 -0.096
H -3.785 -0.814 3.978 0.106
H -4.142 -0.914 2.233 0.103
H -3.756 0.640 2.974 0.117
H -1.510 -0.505 4.617 0.148
H -0.226 -0.728 3.475 0.093
C 1.483 -2.818 -3.666 -0.044
C 2.685 -2.208 -2.954 -0.180
N 2.604 -0.735 -2.861 -0.045
C 3.535 0.015 -3.747 -0.173
C 3.076 0.031 -5.196 -0.043
C 1.765 -0.131 -2.059 -0.331
C 1.607 1.354 -2.133 0.040
N 1.055 -0.849 -1.159 0.033
H 1.597 -3.901 -3.705 0.093
H 1.406 -2.457 -4.690 0.085
H 0.542 -2.587 -3.160 0.054
H 3.599 -2.435 -3.496 0.133
H 2.837 -2.622 -1.956 0.097
H 4.500 -0.479 -3.646 0.131
H 3.665 1.018 -3.354 0.112
H 3.050 -0.971 -5.623 0.080
H 3.778 0.617 -5.788 0.098
H 2.088 0.481 -5.300 0.084
H 2.416 1.847 -1.589 0.114
H 0.664 1.664 -1.703 0.062
H 1.641 1.693 -3.165 0.101
H 1.250 -1.844 -1.195 0.051
F 2.142 -1.920 4.484 0.138
C 3.442 -2.245 4.507 -0.105
C 4.016 -2.622 5.673 -0.104
F 3.281 -2.663 6.753 0.202
C 5.417 -2.972 5.742 0.037
C 6.141 -2.885 4.497 -0.089
C 5.539 -2.497 3.339 -0.102
F 6.245 -2.438 2.226 0.192
C 4.161 -2.161 3.285 0.025
C 3.548 -1.764 2.085 -0.033
C 2.187 -1.454 1.911 -0.031
N 1.133 -1.172 1.525 0.224
C 4.201 -1.582 0.826 -0.104
N 4.538 -1.396 -0.259 0.299
F 7.408 -3.185 4.469 0.222
C 6.023 -3.363 6.920 -0.009
C 7.399 -3.714 7.014 -0.072
N 8.498 -4.038 7.138 0.354
C 5.327 -3.457 8.159 -0.076
N 4.789 -3.569 9.171 0.343
```

Total charge: +4
HOMO level (spin up / spin down), eV: -18.547 / -18.558
2S+1: 4
⟨S²⟩: 3.8658
LUMO level (spin up / spin down), eV: -13.54 / -14.69
HOMO-LUMO gap (spin up / spin down), eV: 5.003 / 3.873

Respective total energy values: -401.39446; -3839.45672 a.u..
Respective energy above the lowest of the compared OMol25 structures with the same formula, charge and spin values: 48.8; 0.0 kJ/mol.